{"formula": "C11H15N", "method": "ωB97M-V/def2-TZVPD", "elements": ["C", "C", "C", "N", "C", "C", "C", "C", "C", "C", "H", "H", "H", "H", "H", "H", "H", "H", "H", "C", "C", "H", "H", "H", "H", "H", "H"], "positions_angstrom": [[2.88436, 3.10955, -1.32040], [2.77875, 1.88031, -0.49176], [3.80163, 1.32704, 0.30750], [3.42383, 0.14936, 0.90765], [2.08577, -0.02870, 0.75657], [1.26022, -1.11526, 1.18145], [-0.07976, -0.96073, 0.85195], [-0.55980, 0.04145, 0.04726], [0.37455, 0.85790, -0.61098], [1.67224, 0.98714, -0.20261], [3.55981, 2.86062, -2.29460], [3.62471, 3.84960, -0.97625], [2.01235, 3.54574, -1.42959], [4.76673, 1.65666, 0.43438], [3.94826, -0.30913, 1.58848], [1.65436, -1.85328, 1.87892], [-0.91332, -1.56183, 1.21759], [-1.53572, 0.10490, -0.42069], [0.11876, 1.36936, -1.51068], [-4.72507, -1.69851, -0.62596], [-3.90153, -2.23857, 0.62680], [-5.28806, -2.50013, -1.07715], [-5.45849, -0.88885, -0.22944], [-4.16795, -1.27661, -1.44010], [-3.67563, -1.46947, 1.32216], [-3.06545, -3.01935, 0.38940], [-4.59554, -2.81918, 1.12011]], "atomic_forces_ev_per_a": [[6.8, -2.5, -1.4], [1.7, -2.0, 2.5], [-2.5, 0.2, -1.8], [-0.6, 1.2, -0.3], [-0.7, -0.5, -1.4], [0.4, 2.0, 0.1], [-1.2, -0.8, 1.2], [1.6, 1.2, -2.8], [-1.1, 0.4, -0.1], [0.5, -1.1, 1.4], [-2.5, 0.4, 1.4], [-0.6, -0.2, 0.9], [-4.2, 2.2, -1.3], [2.0, 0.8, 0.2], [1.0, -0.7, 1.1], [-0.3, 0.0, -0.3], [0.8, -0.6, 0.3], [-0.3, -0.5, 0.7], [-0.7, 0.7, -0.3], [-0.4, 0.9, 2.0], [0.7, -0.9, -3.0], [-0.4, -0.3, 0.1], [1.1, -1.4, -0.8], [0.6, 0.4, -0.1], [1.0, 0.7, 0.3], [-1.1, 2.0, 0.3], [-1.6, -1.4, 1.3]], "nbo_charge": [-0.617, -0.080, -0.023, -0.516, 0.167, -0.275, -0.212, -0.262, -0.159, -0.115, 0.212, 0.223, 0.212, 0.196, 0.401, 0.218, 0.216, 0.216, 0.198, -0.604, -0.612, 0.202, 0.200, 0.202, 0.207, 0.205, 0.200], "lumo_ev": 0.95, "homo_ev": -7.612, "smiles": "Cc1c[nH]c2ccccc12.CC", "e_tot_ha": -482.834865}